Record 1
Molecular formula: C7H8N2
Method: DFT, the ωB97M-V functional and the def2-TZVPD basis

Each atom is followed by the atoms it is bonded to, with distances in Å.
Cartesian coordinates (Å):
1 C -1.9435 1.0675 3.2825  C2 1.174, H10 1.111
2 C -1.2741 0.6218 2.4273  C1 1.174
3 C -0.7297 -2.6158 -0.3937  C4 1.376, N8 1.398, H11 1.006
4 C -0.2243 -1.8088 -1.3875  C3 1.376, N9 1.461, H12 1.096
5 C -0.3262 -0.7247 0.6352  N8 1.289, N9 1.404
6 C 0.6332 0.4632 -1.3212  C7 1.472, N9 1.317, H13 1.107
7 C 1.1724 1.6704 -0.6741  C6 1.472, H14 1.145, H15 1.092, H16 1.094
8 N -0.8691 -1.8839 0.7895  C3 1.398, C5 1.289, H17 0.973
9 N 0.0626 -0.5507 -0.7031  C4 1.461, C5 1.404, C6 1.317
10 H -2.3208 1.2476 4.3114  C1 1.111
11 H -0.9008 -3.5958 -0.5425  C3 1.006
12 H 0.1970 -1.9756 -2.3855  C4 1.096
13 H 0.7063 0.2664 -2.4077  C6 1.107
14 H 0.2090 2.0791 -1.1374  C7 1.145
15 H 1.0473 1.5518 0.4044  C7 1.092
16 H 2.0356 2.2581 -0.9992  C7 1.094
17 H -1.3324 -2.1317 1.6090  N8 0.973

Properties
- energy relative to the best compared isomer or geometry (same formula, charge and spin) (kJ/mol) = 567.96
- Kohn-Sham gap (alpha / beta) (hartree) = 0.2682 / 0.2681
- total charge = +2
- LUMO energy (alpha / beta) (hartree) = -0.4300 / -0.4304

---

Record 2
Molecular formula: C6H5Cl2O2
Method: DFT, the ωB97M-V functional and the def2-TZVPD basis

Each atom is followed by the atoms it is bonded to, with distances in Å.
Cartesian coordinates (Å):
1 C -0.8159 -1.7718 0.3827  C2 1.318, C3 1.420, H11 1.173
2 C -1.9575 -1.2438 -0.0101  C1 1.318, O7 1.170
3 C 0.4147 -1.3517 -0.1870  C1 1.420, C4 1.507, O8 1.231
4 C 0.4930 -0.0670 -0.9710  C3 1.507, C5 1.571, H12 1.037, H13 1.138
5 C 1.0673 1.1181 -0.1137  C4 1.571, C6 1.589, H14 1.074, H15 1.111
6 C 0.1937 1.2136 1.2103  C5 1.589, Cl9 1.905, Cl10 1.831
7 O -2.8973 -0.7457 -0.4979  C2 1.170
8 O 1.4142 -2.0512 -0.0247  C3 1.231
9 Cl -1.5215 1.7982 0.6231  C6 1.905
10 Cl 0.8524 2.7439 1.9696  C6 1.831
11 H -0.6952 -2.7203 1.0616  C1 1.173
12 H 1.0952 -0.1883 -1.8061  C4 1.037
13 H -0.4941 0.3469 -1.3582  C4 1.138
14 H 1.9764 0.8636 0.3983  C5 1.074
15 H 0.8746 2.0556 -0.6770  C5 1.111

Properties
- energy relative to the best compared isomer or geometry (same formula, charge and spin) (kJ/mol) = 206.85
- Kohn-Sham gap (hartree) = 0.2363
- total charge = -1
- LUMO energy (hartree) = 0.1257

---

Record 3
Molecular formula: C21H29N6O
Method: DFT, the ωB97M-V functional and the def2-TZVPD basis

Each atom is followed by the atoms it is bonded to, with distances in Å.
Cartesian coordinates (Å):
1 C -2.6881 -1.0898 1.6057  H2 1.086, H3 1.087, H4 1.088, C5 1.528
2 H -2.9758 -1.5887 2.5259  C1 1.086
3 H -3.2336 -0.1514 1.5552  C1 1.087
4 H -2.9959 -1.7132 0.7693  C1 1.088
5 C -1.1773 -0.8584 1.5981  C1 1.528, C6 1.528, H10 1.093, C11 1.545
6 C -0.4461 -2.1966 1.6985  C5 1.528, H7 1.089, H8 1.086, H9 1.089
7 H -0.5914 -2.7883 0.7961  C6 1.089
8 H -0.8576 -2.7642 2.5284  C6 1.086
9 H 0.6198 -2.0859 1.8918  C6 1.089
10 H -0.9335 -0.2300 2.4586  C5 1.093
11 C -0.7861 -0.1033 0.3080  C5 1.545, C12 1.487, H31 1.097, N32 1.504
12 C -1.4118 1.2453 0.2685  C11 1.487, N13 1.317, N16 1.359
13 N -1.1492 2.2239 1.1104  C12 1.317, N14 1.322
14 N -1.9058 3.2457 0.7488  N13 1.322, N15 1.262
15 N -2.6099 2.9566 -0.2578  N14 1.262, N16 1.332
16 N -2.3356 1.7034 -0.6173  C12 1.359, N15 1.332, C17 1.440
17 C -3.0124 1.0752 -1.7228  N16 1.440, C18 1.511, H29 1.094, H30 1.094
18 C -4.1525 0.2064 -1.2447  C17 1.511, C19 1.390, C23 1.387
19 C -5.1390 0.7599 -0.4376  C18 1.390, C20 1.383, H28 1.081
20 C -6.1864 -0.0235 0.0124  C19 1.383, C21 1.385, H27 1.079
21 C -6.2588 -1.3593 -0.3476  C20 1.385, C22 1.384, H26 1.079
22 C -5.2828 -1.9110 -1.1595  C21 1.384, C23 1.385, H25 1.079
23 C -4.2268 -1.1319 -1.6026  C18 1.387, C22 1.385, H24 1.082
24 H -3.4717 -1.5640 -2.2454  C23 1.082
25 H -5.3418 -2.9483 -1.4510  C22 1.079
26 H -7.0797 -1.9678 -0.0024  C21 1.079
27 H -6.9501 0.4122 0.6372  C20 1.079
28 H -5.0866 1.8054 -0.1691  C19 1.081
29 H -3.3983 1.8920 -2.3391  C17 1.094
30 H -2.2950 0.4942 -2.3093  C17 1.094
31 H -1.1346 -0.6888 -0.5518  C11 1.097
32 N 0.7055 0.0275 0.1659  C11 1.504, H33 1.028, C34 1.483, C38 1.487
33 H 1.0812 -0.9289 0.1993  N32 1.028
34 C 1.0904 0.6146 -1.1410  N32 1.483, C35 1.526, H56 1.091, H57 1.092
35 C 2.6073 0.5789 -1.2991  C34 1.526, N36 1.445, H54 1.091, H55 1.106
36 N 3.1915 1.3652 -0.2370  C35 1.445, C37 1.446, C43 1.460
37 C 2.8860 0.7673 1.0433  N36 1.446, C38 1.525, H41 1.090, H42 1.107
38 C 1.3763 0.7833 1.2573  N32 1.487, C37 1.525, H39 1.089, H40 1.091
39 H 1.1319 0.3280 2.2154  C38 1.089
40 H 0.9957 1.8063 1.2510  C38 1.091
41 H 3.3535 1.3608 1.8296  C37 1.090
42 H 3.2682 -0.2681 1.1264  C37 1.107
43 C 4.6042 1.6778 -0.4286  N36 1.460, C44 1.496, H52 1.092, H53 1.091
44 C 5.5089 0.4871 -0.3953  C43 1.496, C45 1.364, O48 1.355
45 C 6.2906 -0.0307 0.5956  C44 1.364, C46 1.417, H51 1.071
46 C 6.9059 -1.1870 0.0550  C45 1.417, C47 1.359, H50 1.070
47 C 6.4477 -1.2914 -1.2200  C46 1.359, O48 1.345, H49 1.071
48 O 5.5964 -0.2890 -1.5028  C44 1.355, C47 1.345
49 H 6.6441 -2.0010 -1.9984  C47 1.071
50 H 7.5942 -1.8398 0.5494  C46 1.070
51 H 6.4263 0.3681 1.5799  C45 1.071
52 H 4.6953 2.1820 -1.3931  C43 1.092
53 H 4.8962 2.3738 0.3588  C43 1.091
54 H 2.8759 1.0218 -2.2591  C35 1.091
55 H 2.9568 -0.4702 -1.3014  C35 1.106
56 H 0.7546 1.6529 -1.1598  C34 1.091
57 H 0.6098 0.0552 -1.9461  C34 1.092

Properties
- SMILES = CC(C)[C@@H](c1nnnn1Cc1ccccc1)[NH+]1CCN(Cc2ccco2)CC1
- Kohn-Sham gap (hartree) = 0.3180
- total charge = +1
- LUMO energy (hartree) = -0.0942

---

Record 4
Molecular formula: C3H8NOS2
Method: DFT, the ωB97M-V functional and the def2-TZVPD basis

Each atom is followed by the atoms it is bonded to, with distances in Å.
Cartesian coordinates (Å):
1 N -1.8894 -0.3506 0.0807  C2 1.524, H8 1.019, H9 1.010, H10 1.023
2 C -0.6358 0.4859 -0.1459  N1 1.524, C3 1.559, C5 1.516, H11 1.083
3 C -0.2536 0.1652 -1.6234  C2 1.559, O4 1.199, H12 1.097
4 O -1.1316 0.3022 -2.4284  C3 1.199
5 C 0.4880 0.1066 0.7978  C2 1.516, S6 1.823, H13 1.091, H14 1.098
6 S 1.9728 1.0706 0.3612  C5 1.823, S7 2.055
7 S 3.4213 -0.3856 0.3026  S6 2.055, H15 1.343
8 H -2.4668 0.0930 0.7931  N1 1.019
9 H -2.3766 -0.3719 -0.8033  N1 1.010
10 H -1.6785 -1.3057 0.3793  N1 1.023
11 H -0.9609 1.5140 -0.0434  C2 1.083
12 H 0.7322 -0.2707 -1.8286  C3 1.097
13 H 0.2933 0.2582 1.8606  C5 1.091
14 H 0.6913 -0.9681 0.7052  C5 1.098
15 H 3.7943 -0.3430 1.5925  S7 1.343

Properties
- SMILES = [NH3+][C@H](C=O)CSS
- energy relative to the best compared isomer or geometry (same formula, charge and spin) (kJ/mol) = 29.01
- Kohn-Sham gap (hartree) = 0.3345
- total charge = +1
- LUMO energy (hartree) = -0.1535

---

no.,calculated total energy (a.u.)
1,-380.0228
2,-1302.4539
3,-1221.1174
4,-1045.2004